No. 1
Formula: C21H36BrIN5O11P2
Source: the Open Molecules 2025 dataset
Level of theory: ωB97M-V with the def2-TZVPD basis set

The geometry in ORCA input format:
```
! wB97M-V def2-TZVPD RIJCOSX def2/J DEFGRID3
* xyz 1 1
C -0.70 -0.79 -2.59
C -0.70 -1.04 -4.12
Br 1.14 -1.38 -4.80
C -1.71 -2.11 -4.63
N -2.21 -3.02 -3.59
P -3.87 -2.95 -2.99
N -4.03 -2.06 -1.72
C -1.43 -3.96 -3.09
N -1.78 -4.89 -2.15
C -0.71 -5.62 -1.93
I -0.78 -7.17 -0.52
N 0.33 -5.19 -2.68
P 1.97 -5.82 -2.71
O 1.97 -7.21 -2.38
O 2.76 -4.96 -1.60
O 2.62 -5.49 -4.15
N -0.17 -4.16 -3.42
H -0.81 -1.69 -1.98
H -1.47 -0.04 -2.35
H 0.26 -0.32 -2.35
H -0.99 -0.09 -4.58
H -2.58 -1.60 -5.07
H -1.29 -2.71 -5.45
H -4.69 -2.55 -4.08
H -4.26 -4.27 -2.64
H -3.13 -1.64 -1.48
H 2.37 -4.07 -1.54
H 2.34 -4.60 -4.43
H 0.43 -3.68 -4.09
O 1.44 0.10 -0.26
C 1.63 1.26 -0.48
O 1.16 1.89 -1.59
C 1.66 3.25 -1.62
C 2.00 3.58 -0.18
C 2.44 2.22 0.36
H 2.52 3.29 -2.28
H 0.88 3.90 -2.02
H 2.76 4.35 -0.09
H 1.11 3.92 0.35
H 3.50 2.03 0.19
H 2.20 2.11 1.42
O 0.34 5.36 1.19
C -0.81 5.69 1.32
O -1.71 5.63 0.32
C -2.97 6.19 0.76
C -2.93 6.10 2.27
C -1.45 6.26 2.57
H -3.02 7.23 0.40
H -3.79 5.63 0.32
H -3.56 6.84 2.76
H -3.27 5.11 2.59
H -1.16 7.30 2.67
H -1.15 5.69 3.45
O -1.47 -10.29 1.01
C -0.86 -10.18 2.03
O -1.25 -9.39 3.06
C -0.25 -9.39 4.09
C 0.53 -10.67 3.88
C 0.46 -10.85 2.37
H 0.37 -8.50 3.98
H -0.74 -9.36 5.06
H 1.54 -10.63 4.27
H 0.02 -11.50 4.37
H 1.26 -10.32 1.86
H 0.45 -11.90 2.08
O -0.48 8.82 3.86
C 0.64 9.15 3.59
O 1.49 9.69 4.49
C 2.71 10.08 3.83
C 2.77 9.25 2.57
C 1.30 9.09 2.22
H 2.67 11.15 3.63
H 3.56 9.89 4.49
H 3.36 9.71 1.78
H 3.20 8.27 2.78
H 0.93 9.92 1.61
H 1.09 8.14 1.74
*
```

Output
Orbital gap, eV: 8.70

These are the Löwdin partial charges, in e, on atoms 1 to 4:
1. C -0.1205
2. C -0.6416
3. Br 0.7296
4. C -0.2106


No. 2
Formula: C9H4CdNO4
Source: the Open Molecules 2025 dataset
Level of theory: ωB97M-V with the def2-TZVPD basis set

The geometry in ORCA input format:
```
! wB97M-V def2-TZVPD RIJCOSX def2/J DEFGRID3
* xyz 1 1
O -0.50 3.60 0.23
C -0.84 2.44 0.15
O -1.53 1.86 1.15
N -0.63 1.67 -0.97
C 0.76 1.21 -1.24
O 1.51 1.75 -1.94
C 0.85 -0.09 -0.52
C 1.96 -0.81 -0.11
C 1.74 -2.01 0.55
C 0.47 -2.47 0.81
C -0.65 -1.76 0.38
C -0.43 -0.58 -0.29
C -1.38 0.40 -0.90
O -2.47 0.24 -1.34
H 2.96 -0.44 -0.31
H 2.58 -2.60 0.87
H 0.32 -3.40 1.34
H -1.66 -2.10 0.56
Cd -3.05 3.10 1.58
*
```

Output
Orbital gap, eV: 4.31

These are the Löwdin partial charges, in e, on atoms 1 to 4:
1. O 0.0814
2. C -0.6926
3. O -0.2407
4. N 0.1451


No. 3
Formula: C3H9NOS
Source: the Open Molecules 2025 dataset
Level of theory: ωB97M-V with the def2-TZVPD basis set

The geometry in ORCA input format:
```
! wB97M-V def2-TZVPD RIJCOSX def2/J DEFGRID3
* xyz 0 1
C 0.58 -0.15 -0.40
C 1.71 0.81 -0.10
S 1.55 2.50 -0.79
N -0.41 -0.18 0.72
C -1.59 -0.89 0.30
O -1.89 -2.04 1.13
H 0.11 0.16 -1.34
H 0.92 -1.19 -0.54
H 2.58 0.42 -0.65
H 1.98 0.83 0.95
H 0.36 2.32 -1.41
H -0.66 0.75 1.02
H -2.49 -0.30 0.14
H -1.56 -1.17 -0.78
H -1.19 -1.87 1.77
*
```

Output
ΔE to the lowest compared entry with this formula, charge and spin, kJ/mol: 142.43
SMILES: OCNCCS
Orbital gap, eV: 10.06

These are the Löwdin partial charges, in e, on atoms 1 to 4:
1. C -0.2954
2. C -0.5528
3. S 0.6755
4. N -0.0481


No. 4
Formula: C26H39N5O3
Source: the Open Molecules 2025 dataset
Level of theory: ωB97M-V with the def2-TZVPD basis set

The geometry in ORCA input format:
```
! wB97M-V def2-TZVPD RIJCOSX def2/J DEFGRID3
* xyz 0 1
C 3.06 7.02 4.08
H 3.88 7.73 4.03
C 3.52 5.63 3.67
H 4.29 5.29 4.35
H 2.68 4.93 3.73
C 4.05 5.63 2.23
N 4.46 4.29 1.83
C 4.20 4.00 0.43
H 4.85 3.18 0.11
C 2.74 3.55 0.26
N 2.49 2.47 1.19
C 1.83 1.36 0.87
O 1.30 1.19 -0.22
C 1.73 0.33 1.99
H 2.02 -0.65 1.58
H 2.43 0.58 2.78
C 0.31 0.25 2.56
C -0.61 -0.79 1.89
O -1.29 -1.53 2.56
N -0.58 -0.74 0.54
C -1.31 -1.50 -0.37
C -2.22 -2.47 0.00
C -2.94 -3.19 -0.98
C -2.73 -2.90 -2.35
N -3.40 -3.52 -3.34
C -4.29 -4.44 -3.03
N -4.89 -5.09 -4.08
C -6.23 -5.63 -4.00
H -6.46 -5.98 -3.00
H -6.29 -6.49 -4.69
C -7.24 -4.56 -4.44
H -8.26 -4.97 -4.46
O -6.97 -4.10 -5.74
C -5.66 -3.57 -5.83
H -5.54 -3.27 -6.87
C -4.62 -4.61 -5.43
H -3.62 -4.17 -5.44
H -4.66 -5.47 -6.11
H -5.57 -2.70 -5.18
H -7.20 -3.72 -3.73
C -4.54 -4.82 -1.69
C -3.88 -4.20 -0.66
C -4.14 -4.59 0.76
H -4.51 -3.74 1.33
H -4.87 -5.39 0.81
H -3.22 -4.93 1.23
H -5.24 -5.61 -1.47
C -1.79 -1.91 -2.70
C -1.10 -1.23 -1.74
H -0.39 -0.46 -2.01
H -1.64 -1.70 -3.75
H -2.37 -2.68 1.04
H 0.05 -0.06 0.10
H 0.35 -0.02 3.61
H -0.18 1.22 2.48
H 2.95 2.60 2.08
H 2.55 3.19 -0.75
H 2.06 4.38 0.47
H 4.39 4.87 -0.22
C 5.80 3.92 2.26
C 5.88 2.44 2.63
C 7.28 2.06 3.09
H 7.56 2.64 3.97
H 7.32 1.00 3.35
H 8.00 2.24 2.31
H 5.16 2.24 3.43
H 5.60 1.83 1.77
H 6.05 4.51 3.15
H 6.55 4.15 1.49
H 4.89 6.34 2.15
H 3.26 5.97 1.57
H 2.68 7.01 5.10
H 2.26 7.38 3.43
*
```

Output
ΔE to the lowest compared entry with this formula, charge and spin, kJ/mol: 30.88
SMILES: CCCN(CCC)CCNC(=O)CCC(=O)Nc1ccc2nc(N3CCOCC3)cc(C)c2c1
Orbital gap, eV: 7.65

These are the Löwdin partial charges, in e, on atoms 1 to 4:
1. C -0.1119
2. H 0.0718
3. C -0.2444
4. H 0.1017


No. 5
Formula: C29H25Br2Cl5NO4PY
Source: the Open Molecules 2025 dataset
Level of theory: ωB97M-V with the def2-TZVPD basis set

The geometry in ORCA input format:
```
! wB97M-V def2-TZVPD RIJCOSX def2/J DEFGRID3
* xyz 1 1
Y 0.38 0.15 -0.76
C -2.56 -2.51 -2.69
C -1.20 -1.94 -2.92
C -1.00 -0.77 -3.67
C 0.27 -0.28 -3.94
C 1.38 -0.91 -3.44
C 1.22 -2.09 -2.74
C -0.05 -2.59 -2.46
H -2.51 -3.43 -2.11
H -3.04 -2.72 -3.65
H -3.19 -1.80 -2.15
H -1.87 -0.27 -4.09
H 0.40 0.58 -4.58
H 2.37 -0.56 -3.71
H 2.10 -2.67 -2.50
H -0.16 -3.55 -1.98
Br -0.95 2.03 1.74
C -0.74 0.93 3.49
Br 1.25 0.60 3.27
H -1.26 -0.02 3.39
H -1.02 1.52 4.36
C 0.39 -1.08 1.47
P -0.21 -2.65 1.20
C 1.55 -2.87 0.17
C 0.34 -3.24 2.89
C 1.57 -2.90 3.47
C 1.91 -3.40 4.71
C 1.05 -4.26 5.38
C -0.16 -4.61 4.81
C -0.52 -4.10 3.57
H 1.69 -0.62 0.57
H 2.20 -0.81 1.90
H 0.56 0.69 1.23
H 2.30 -3.20 0.89
H 1.92 -1.90 -0.33
H 1.41 -3.64 -0.57
H 2.25 -2.23 2.96
H 2.85 -3.11 5.17
H 1.32 -4.64 6.36
H -0.84 -5.29 5.33
H -1.47 -4.37 3.12
O -3.85 0.11 -1.06
C -2.83 0.75 -1.08
O -1.65 0.23 -0.85
C -2.84 2.25 -1.34
C -3.99 2.90 -1.57
C -4.01 4.33 -1.83
C -2.91 5.10 -1.74
C -1.64 4.48 -1.40
C -1.54 3.00 -1.44
N -0.62 5.22 -1.10
O -0.39 6.38 -1.06
O 0.82 4.42 -0.45
H -4.92 2.35 -1.53
H -4.96 4.79 -2.05
H -2.94 6.17 -1.88
H -0.82 2.67 -0.71
Cl 1.36 -0.04 1.49
C 2.36 0.92 1.04
C 1.50 2.07 -1.19
C 1.39 3.30 -0.80
Cl -0.77 2.54 -3.01
C 2.84 2.82 -1.11
Cl 3.65 3.30 -2.59
C 3.81 2.52 0.08
Cl 5.32 3.28 0.14
C 3.44 1.62 1.05
Cl 4.26 1.02 2.83
*
```

Output
ΔE to the lowest compared entry with this formula, charge and spin, kJ/mol: 3821.50
Orbital gap, eV: 5.37

These are the Löwdin partial charges, in e, on atoms 1 to 4:
1. Y 1.3741
2. C -0.0118
3. C -0.2687
4. C -0.0529


No. 6
Formula: C24H60MnN4O8
Source: the Open Molecules 2025 dataset
Level of theory: ωB97M-V with the def2-TZVPD basis set

The geometry in ORCA input format:
```
! wB97M-V def2-TZVPD RIJCOSX def2/J DEFGRID3
* xyz 2 6
Mn 12.35 32.69 10.09
C 9.87 30.43 8.38
O 10.12 31.63 9.17
C 9.13 32.64 9.10
C 7.71 32.19 8.90
N 6.87 33.34 8.83
C 5.50 32.96 9.07
C 4.72 34.24 8.78
O 4.62 34.41 7.38
C 5.56 35.34 6.91
H 8.88 30.02 8.62
H 10.69 29.73 8.56
H 9.90 30.73 7.31
H 9.23 33.38 8.31
H 9.14 33.29 9.94
H 7.45 31.48 9.68
H 7.59 31.61 7.98
H 6.95 33.75 7.87
H 5.33 32.57 10.05
H 5.22 32.14 8.46
H 5.07 35.11 9.25
H 3.74 34.16 9.22
H 5.59 35.39 5.80
H 6.62 35.10 7.11
H 5.31 36.33 7.33
C 11.05 30.25 11.78
O 12.15 31.10 11.52
C 13.15 30.81 12.47
C 14.32 31.78 12.41
N 13.86 33.06 11.85
C 14.94 34.03 12.16
C 14.43 34.86 13.35
O 13.17 34.30 13.75
C 13.17 33.69 15.00
H 10.25 30.63 11.15
H 10.61 30.32 12.77
H 11.29 29.23 11.61
H 13.56 29.76 12.35
H 12.66 30.85 13.39
H 15.06 31.35 11.73
H 14.75 31.87 13.41
H 13.30 33.46 12.65
H 15.24 34.63 11.34
H 15.82 33.52 12.61
H 14.27 35.83 13.06
H 15.14 34.82 14.20
H 12.14 33.74 15.33
H 13.69 34.24 15.80
H 13.50 32.68 14.93
C 10.82 33.29 6.50
O 11.77 32.91 7.53
C 12.65 32.08 6.85
C 13.81 31.62 7.75
N 13.08 31.01 8.79
C 13.91 29.94 9.38
C 14.07 28.79 8.40
O 15.43 28.41 8.28
C 16.31 29.33 7.62
H 10.25 34.13 6.80
H 10.12 32.48 6.29
H 11.30 33.61 5.60
H 13.14 32.70 6.09
H 12.13 31.28 6.31
H 14.26 32.52 8.16
H 14.49 30.90 7.12
H 12.29 30.55 8.36
H 13.42 29.49 10.20
H 14.86 30.34 9.79
H 13.49 28.96 7.50
H 13.54 27.91 8.78
H 17.34 28.97 7.58
H 16.36 30.26 8.11
H 16.04 29.52 6.59
C 15.78 34.31 6.10
O 15.45 34.50 7.47
C 14.16 35.02 7.60
C 13.91 35.00 9.05
N 12.52 34.75 9.36
C 12.19 35.43 10.61
C 10.87 34.93 11.07
O 10.99 33.59 11.44
C 10.56 33.43 12.82
H 16.86 34.14 6.22
H 15.60 35.24 5.58
H 15.25 33.44 5.68
H 13.45 34.53 6.91
H 14.18 36.05 7.26
H 14.26 35.97 9.41
H 14.66 34.38 9.56
H 12.06 35.41 8.66
H 12.11 36.49 10.62
H 12.84 35.22 11.50
H 10.15 35.03 10.20
H 10.48 35.56 11.92
H 10.95 34.18 13.45
H 10.83 32.52 13.33
H 9.50 33.64 12.91
*
```

Output
ΔE to the lowest compared entry with this formula, charge and spin, kJ/mol: 182.26
Orbital gap (spin up / spin down), eV: 9.13 / 9.06

These are the Löwdin partial charges, in e, on atoms 1 to 4:
1. Mn 1.0061
2. C -0.0302
3. O -0.2500
4. C -0.2176


No. 7
Formula: C5H15NO
Source: the Open Molecules 2025 dataset
Level of theory: ωB97M-V with the def2-TZVPD basis set

The geometry in ORCA input format:
```
! wB97M-V def2-TZVPD RIJCOSX def2/J DEFGRID3
* xyz 1 2
C -0.37 0.51 1.72
C 0.34 -0.25 0.62
C 0.64 0.77 -0.59
C 1.52 0.05 -1.57
C -0.59 1.56 -1.06
N -0.06 -0.03 3.10
H -1.43 0.56 1.60
H 0.03 1.56 1.54
H 1.20 -0.76 0.99
H -0.52 -0.87 0.29
H 1.30 1.49 -0.17
H 1.92 0.74 -2.49
H 1.21 -0.86 -1.99
H 2.35 -0.29 -0.96
H -1.49 0.99 -1.18
H -0.42 1.96 -2.06
H -0.79 2.27 -0.18
H -0.66 -0.87 3.15
H -0.61 0.44 3.81
H -0.77 -2.28 -1.40
H -1.86 -3.48 -1.43
O -0.94 -3.21 -1.75
*
```

Output
ΔE to the lowest compared entry with this formula, charge and spin, kJ/mol: 340.85
Orbital gap (spin up / spin down), eV: 10.35 / 4.23

These are the Löwdin partial charges, in e, on atoms 1 to 4:
1. C -0.1616
2. C -0.1307
3. C -0.4232
4. C -0.0750


No. 8
Formula: C11H21BBr4F7N2O8PS2
Source: the Open Molecules 2025 dataset
Level of theory: ωB97M-V with the def2-TZVPD basis set

The geometry in ORCA input format:
```
! wB97M-V def2-TZVPD RIJCOSX def2/J DEFGRID3
* xyz 0 1
C 0.87 -3.09 0.64
C 0.64 -1.62 0.85
N -0.13 -0.94 -0.20
P 0.24 -1.12 -1.86
C 0.55 -2.66 -2.81
O -0.17 -3.76 -2.31
N 0.65 -4.92 -2.29
O 0.09 -5.81 -1.81
B 0.08 0.51 -2.97
O 0.12 1.69 -2.32
O -0.02 0.40 -4.32
S 2.42 -0.68 -1.71
C 2.73 0.76 -0.68
O 2.76 -0.32 -3.08
O 3.20 -1.78 -1.19
S -2.01 -1.26 -2.24
O -2.44 0.13 -2.40
O -2.31 -2.04 -3.42
C -3.00 -2.08 -0.87
F -2.38 -3.19 -0.45
F -4.15 -2.47 -1.46
C -3.37 -1.18 0.36
F -2.79 -1.72 1.46
F -2.93 0.08 0.26
C -4.89 -1.13 0.67
F -5.03 -0.36 1.78
F -5.38 -2.35 0.95
F -5.58 -0.54 -0.32
H 1.35 -3.34 -0.29
H 1.55 -3.41 1.42
H -0.03 -3.68 0.78
H 1.60 -1.15 1.07
H 0.07 -1.51 1.76
H -0.24 0.05 0.00
H 1.61 -2.90 -2.84
H 0.26 -2.45 -3.84
H -0.64 2.21 -2.59
H -0.88 0.03 -4.59
H 3.58 0.52 -0.06
H 2.93 1.61 -1.32
H 1.87 0.98 -0.06
Br 2.98 0.81 2.74
C 4.30 2.24 2.77
C 4.05 3.19 3.91
Br 2.51 4.31 3.56
H 4.24 2.73 1.81
H 5.27 1.76 2.88
H 4.89 3.86 4.04
H 3.85 2.68 4.85
Br -2.16 3.84 4.12
C -1.57 4.69 2.47
C -1.74 3.78 1.28
Br -0.35 2.42 1.25
H -0.54 5.00 2.62
H -2.20 5.57 2.36
H -1.62 4.34 0.36
H -2.69 3.27 1.28
*
```

Output
SMILES: CCNP(CON=O)(B(O)O)(S(C)(=O)=O)S(=O)(=O)C(F)(F)C(F)(F)C(F)(F)F.BrCCBr.BrCCBr
Orbital gap, eV: 9.06

These are the Löwdin partial charges, in e, on atoms 1 to 4:
1. C -0.0752
2. C -0.2956
3. N -0.1709
4. P 0.8547